# 1
A 10-piece molecular cluster, C38H47ClF9NO29 overall in a non-equilibrium geometry. Source: the OMol25 dataset; level of theory: wB97M-V/def2-TZVPD.

Computed properties:
E_LUMO = -0.0084 Eh
frontier orbital gap = 9.288 eV
HOMO = -9.52 eV
energy relative to the best compared isomer or geometry (same formula, charge and spin) = 0.000 eV

The geometry in ORCA input format:
```
! wB97M-V def2-TZVPD RIJCOSX def2/J DEFGRID3
* xyz 0 1
C 5.64 -3.67 -1.53
C 4.30 -3.00 -2.18
C 4.30 -1.40 -2.01
C 3.11 -0.82 -1.09
C 2.91 -1.75 0.21
C 1.77 -0.45 -1.87
N 2.11 0.30 -3.13
C 2.01 -0.58 -4.32
O 2.34 -0.30 -5.50
C 1.44 -2.05 -3.89
Cl 0.01 -2.43 -5.02
C 0.82 -1.58 -2.47
C 0.13 -2.68 -1.52
C 0.54 -4.20 -1.81
O 0.61 -4.93 -0.55
H 5.39 -4.02 -0.46
H 6.01 -4.55 -2.17
H 6.51 -2.93 -1.46
H 4.38 -3.23 -3.30
H 3.37 -3.53 -1.80
H 4.39 -0.90 -3.03
H 5.28 -1.14 -1.45
H 3.52 0.18 -0.67
H 2.42 -2.75 0.00
H 3.98 -2.00 0.57
H 2.43 -1.18 1.09
H 1.10 0.18 -1.19
H 2.97 0.86 -3.09
H 2.17 -2.91 -3.89
H -0.08 -0.96 -2.84
H -1.00 -2.60 -1.73
H 0.25 -2.36 -0.42
H -0.31 -4.69 -2.42
H 1.49 -4.34 -2.42
H -0.11 -5.58 -0.51
O 6.18 -1.68 1.73
C 5.94 -0.51 1.83
O 6.85 0.42 2.22
C 6.21 1.69 2.09
C 4.77 1.33 2.16
F 4.02 2.17 1.41
O 4.72 0.04 1.58
H 6.48 2.13 1.12
H 6.51 2.37 2.88
H 4.37 1.28 3.18
O 5.50 4.51 0.58
C 4.45 5.05 0.36
O 3.97 6.10 1.07
C 2.79 6.53 0.41
C 2.37 5.30 -0.33
F 1.75 5.62 -1.49
O 3.60 4.68 -0.64
H 3.02 7.37 -0.25
H 2.03 6.86 1.13
H 1.75 4.62 0.25
O -2.03 0.19 -1.92
C -1.83 1.36 -2.03
O -2.29 2.12 -3.07
C -1.96 3.47 -2.76
C -0.81 3.31 -1.81
F -0.78 4.31 -0.90
O -1.11 2.10 -1.15
H -2.82 3.96 -2.29
H -1.68 4.03 -3.66
H 0.17 3.23 -2.30
O 5.35 1.75 6.37
C 4.26 2.24 6.32
O 3.51 2.56 7.41
C 2.36 3.24 6.93
C 2.26 2.76 5.52
F 1.74 3.72 4.71
O 3.62 2.56 5.15
H 2.52 4.32 7.00
H 1.48 2.99 7.52
H 1.71 1.83 5.40
O -1.99 -6.69 0.08
C -2.70 -6.29 -0.80
O -2.74 -5.00 -1.23
C -3.60 -4.97 -2.36
C -4.46 -6.17 -2.14
F -4.84 -6.72 -3.32
O -3.59 -7.08 -1.48
H -3.01 -5.03 -3.27
H -4.18 -4.05 -2.38
H -5.34 -5.99 -1.51
O -0.35 4.15 7.15
C -1.08 4.51 6.28
O -1.15 5.79 5.83
C -2.03 5.78 4.71
C -2.86 4.56 4.97
F -3.24 3.98 3.81
O -1.95 3.69 5.63
H -1.45 5.71 3.79
H -2.64 6.69 4.68
H -3.73 4.73 5.60
O -5.79 -5.86 1.60
C -5.64 -4.68 1.51
O -5.30 -3.87 2.55
C -5.09 -2.57 2.02
C -5.89 -2.62 0.76
F -5.33 -1.84 -0.20
O -5.79 -3.97 0.36
H -4.02 -2.43 1.83
H -5.43 -1.80 2.71
H -6.94 -2.35 0.88
O -11.60 -7.50 2.80
C -10.73 -7.34 2.00
O -10.23 -8.33 1.20
C -9.31 -7.72 0.31
C -8.92 -6.49 1.06
F -8.64 -5.47 0.20
O -10.09 -6.16 1.78
H -9.82 -7.50 -0.63
H -8.46 -8.37 0.11
H -8.09 -6.62 1.75
O 0.11 6.44 -3.47
C 0.97 6.60 -4.29
O 1.48 5.60 -5.06
C 2.37 6.21 -5.98
C 2.74 7.48 -5.28
F 2.98 8.48 -6.17
O 1.56 7.80 -4.56
H 1.86 6.39 -6.93
H 3.24 5.58 -6.17
H 3.58 7.39 -4.59
*
```



# 2
C38H47GeN9O2SSr as an isolated structure in a non-equilibrium geometry. Source: the OMol25 dataset; level of theory: wB97M-V/def2-TZVPD.

Computed properties:
<S²> = 0.77
E_LUMO (spin up / spin down) = -0.0995 / -0.0998 Eh
frontier orbital gap (spin up / spin down) = 6.359 / 6.350 eV
HOMO (spin up / spin down) = -9.07 / -9.07 eV
energy relative to the best compared isomer or geometry (same formula, charge and spin) = 15.594 eV

The geometry in ORCA input format:
```
! wB97M-V def2-TZVPD RIJCOSX def2/J DEFGRID3
* xyz 1 2
Sr -0.84 0.72 -0.57
N -1.38 1.71 1.44
C -1.78 2.46 0.28
C -1.07 2.96 -0.92
N -1.08 2.06 -2.04
C -1.15 2.92 -3.27
C -1.11 2.10 -4.55
N -0.02 1.15 -4.48
C -2.33 1.45 -1.93
C -2.85 0.41 -0.99
N -2.47 -0.88 -1.53
H -2.30 1.57 1.86
H -0.97 2.38 2.09
H -2.35 3.32 0.62
H -2.36 1.79 -0.32
H -0.19 3.62 -0.86
H -1.81 3.74 -1.19
H -0.33 3.64 -3.18
H -2.10 3.48 -3.22
H -1.10 2.82 -5.38
H -2.05 1.54 -4.64
H 0.84 1.61 -4.19
H 0.15 0.72 -5.38
H -2.73 1.10 -2.89
H -3.10 2.30 -1.82
H -3.93 0.57 -1.10
H -2.66 0.53 0.07
H -2.78 -0.83 -2.50
H -3.11 -1.54 -1.10
C 3.25 3.16 3.06
C 2.79 2.53 1.78
N 1.99 1.55 1.69
O 1.43 1.00 2.81
C 3.26 3.05 0.46
C 4.15 4.25 0.38
N 2.85 2.44 -0.59
O 3.02 2.61 -1.79
H 2.99 2.49 3.87
H 2.76 4.12 3.23
H 4.32 3.32 3.05
H 0.86 0.33 2.41
H 3.74 5.06 0.98
H 4.24 4.58 -0.65
H 5.14 4.01 0.76
N -5.15 -0.98 3.03
C -4.10 -1.69 3.56
C -3.97 -2.57 4.63
C -2.71 -3.08 4.86
C -1.61 -2.76 4.07
C -1.71 -1.87 3.02
C -2.98 -1.34 2.80
N -3.35 -0.42 1.83
C -4.66 -0.22 2.01
C -5.41 0.77 1.21
C -6.45 0.58 0.35
S -6.68 1.95 -0.66
C -5.38 2.71 0.17
N -4.81 2.01 1.09
H -6.10 -0.98 3.36
H -4.81 -2.83 5.27
H -2.58 -3.77 5.69
H -0.65 -3.22 4.28
H -0.89 -1.57 2.37
H -6.99 -0.34 0.17
H -5.08 3.71 -0.12
C 3.12 -1.69 -4.56
C 1.77 -1.75 -4.24
C 1.35 -1.35 -2.99
C 2.25 -0.86 -2.04
C 3.60 -0.81 -2.37
C 4.03 -1.24 -3.62
Ge 1.35 -0.66 -0.12
C 3.11 -1.04 0.98
C 4.31 -0.34 0.84
C 5.40 -0.62 1.65
C 5.33 -1.60 2.62
C 4.14 -2.30 2.78
C 3.05 -2.02 1.98
C 1.08 -2.73 -0.32
C 2.08 -3.64 -0.64
C 1.79 -4.99 -0.80
C 0.49 -5.45 -0.65
C -0.53 -4.56 -0.34
C -0.23 -3.21 -0.16
H 3.46 -2.04 -5.53
H 1.07 -2.13 -4.97
H 0.32 -1.42 -2.62
H 4.33 -0.49 -1.64
H 5.09 -1.22 -3.86
H 4.36 0.45 0.11
H 6.32 -0.06 1.53
H 6.18 -1.82 3.25
H 4.07 -3.07 3.55
H 2.10 -2.54 2.10
H 3.09 -3.26 -0.75
H 2.58 -5.70 -1.03
H 0.26 -6.50 -0.78
H -1.54 -4.93 -0.23
H -0.94 -2.43 0.11
*
```



# 3
C38H47N2O4PdTe as an isolated structure in a non-equilibrium geometry. Source: the OMol25 dataset; level of theory: wB97M-V/def2-TZVPD.

Computed properties:
<S²> = 0.78
E_LUMO (spin up / spin down) = 0.1593 / 0.1591 Eh
frontier orbital gap (spin up / spin down) = 4.452 / 4.825 eV
HOMO (spin up / spin down) = -0.12 / -0.50 eV
energy relative to the best compared isomer or geometry (same formula, charge and spin) = 0.606 eV

The geometry in ORCA input format:
```
! wB97M-V def2-TZVPD RIJCOSX def2/J DEFGRID3
* xyz -2 2
Pd 0.92 -0.30 2.34
O -1.26 -1.70 2.05
C -1.90 -2.49 3.00
C -1.61 -3.98 2.76
C -0.28 -4.25 2.04
C 0.98 -3.98 2.82
C 1.42 -4.85 3.82
C 2.66 -4.65 4.41
C 3.44 -3.61 3.92
C 2.92 -2.79 2.95
N 1.69 -2.92 2.43
H -1.46 -0.71 2.23
H -2.99 -2.33 2.96
H -1.60 -2.23 4.02
H -2.41 -4.41 2.15
H -1.63 -4.51 3.72
H -0.25 -3.63 1.15
H -0.28 -5.30 1.73
H 0.80 -5.69 4.11
H 3.02 -5.32 5.19
H 4.44 -3.44 4.31
H 3.49 -1.96 2.53
C 3.74 0.33 4.44
O 3.46 1.21 3.39
C 2.76 0.72 2.31
C 2.79 1.83 1.30
H 4.79 -0.01 4.37
H 3.09 -0.54 4.43
H 3.61 0.87 5.38
H 3.71 2.42 1.41
H 1.93 2.49 1.45
H 2.74 1.44 0.29
C 0.77 -1.15 5.21
C 0.79 0.07 4.28
O 0.65 1.17 4.76
H 0.47 -0.85 6.22
H 1.76 -1.61 5.25
H 0.09 -1.91 4.84
C 2.02 3.50 -7.45
C 1.45 3.00 -6.15
C 1.96 1.87 -5.52
C 1.43 1.41 -4.31
C 2.06 0.18 -3.69
C 0.37 2.08 -3.66
Te 0.04 1.76 -1.29
N -0.32 1.17 0.79
C -1.36 1.40 1.53
O -1.77 0.61 2.48
C -2.23 2.60 1.30
C -1.72 3.82 0.87
C -2.54 4.93 0.73
C -3.90 4.84 1.00
C -4.43 3.63 1.43
C -3.60 2.53 1.59
C -0.78 -0.16 -1.75
C -0.14 -1.33 -1.31
C 1.13 -1.31 -0.51
C -0.70 -2.57 -1.62
C -1.87 -2.69 -2.34
C -2.44 -4.04 -2.70
C -2.51 -1.52 -2.73
C -1.99 -0.27 -2.44
C -2.77 0.95 -2.86
C -0.14 3.21 -4.32
C -1.29 4.00 -3.74
C 0.39 3.65 -5.54
H 2.91 2.93 -7.72
H 2.30 4.55 -7.38
H 1.30 3.40 -8.27
H 2.79 1.34 -5.98
H 2.79 -0.27 -4.36
H 1.29 -0.56 -3.45
H 2.56 0.45 -2.76
H -0.66 3.91 0.68
H -2.12 5.88 0.42
H -4.54 5.72 0.91
H -5.49 3.55 1.66
H -3.99 1.59 1.95
H 1.88 -0.65 -0.95
H 1.54 -2.31 -0.40
H 0.92 -0.93 0.51
H -0.20 -3.47 -1.28
H -1.77 -4.84 -2.41
H -2.62 -4.11 -3.78
H -3.40 -4.20 -2.20
H -3.45 -1.59 -3.28
H -3.75 0.67 -3.26
H -2.22 1.50 -3.63
H -2.90 1.62 -2.01
H -1.51 3.68 -2.72
H -2.19 3.87 -4.35
H -1.06 5.07 -3.72
H -0.03 4.54 -6.01
*
```



# 4
C38H47N3O7SeW as an isolated structure in a non-equilibrium geometry. Source: the OMol25 dataset; level of theory: wB97M-V/def2-TZVPD.

Computed properties:
E_LUMO = -0.2861 Eh
frontier orbital gap = 6.354 eV
HOMO = -14.14 eV

The geometry in ORCA input format:
```
! wB97M-V def2-TZVPD RIJCOSX def2/J DEFGRID3
* xyz 2 1
W 1.97 0.68 0.10
O 4.30 6.36 -0.77
C 3.85 5.11 -0.67
C 3.28 4.40 -1.73
C 2.85 3.13 -1.49
N 2.96 2.57 -0.30
C 3.50 3.23 0.72
C 3.97 4.50 0.59
C 3.49 2.42 1.97
O 3.98 2.72 3.01
O 2.80 1.25 1.77
C 2.22 2.20 -2.47
O 2.02 2.44 -3.61
O 1.92 1.01 -1.87
H 4.20 6.72 -1.65
H 3.18 4.82 -2.73
H 4.42 5.03 1.43
C -3.49 -4.35 -0.22
C -2.19 -5.04 0.21
C -1.97 -6.29 -0.65
C -2.31 -5.48 1.68
C -1.05 -4.03 0.05
C -0.96 -2.96 0.95
C 0.01 -2.02 0.73
Se 0.37 -0.59 1.94
C -1.07 0.62 1.63
C -2.29 0.49 2.25
C -3.26 1.47 2.03
C -2.91 2.58 1.26
C -1.67 2.75 0.63
C -0.77 1.72 0.83
O 0.48 1.69 0.25
C -1.32 4.01 -0.18
C -2.45 5.03 -0.17
C -0.08 4.68 0.43
C -1.05 3.62 -1.65
C -4.66 1.29 2.62
C -5.34 0.15 1.84
C -4.56 0.92 4.11
C -5.51 2.56 2.48
C 0.92 -2.11 -0.32
O 1.82 -1.07 -0.42
C 0.92 -3.19 -1.19
C -0.11 -4.12 -0.97
C 1.98 -3.38 -2.27
C 1.79 -4.69 -3.04
C 1.93 -2.23 -3.29
C 3.36 -3.45 -1.59
H -4.34 -5.03 -0.08
H -3.46 -4.07 -1.28
H -3.68 -3.45 0.37
H -2.77 -7.01 -0.45
H -1.02 -6.78 -0.43
H -2.01 -6.06 -1.72
H -3.03 -6.30 1.76
H -2.67 -4.67 2.32
H -1.35 -5.83 2.07
H -1.63 -2.88 1.79
H -2.48 -0.35 2.90
H -3.64 3.36 1.12
H -2.69 5.36 0.84
H -3.36 4.64 -0.64
H -2.14 5.91 -0.74
H -0.28 5.00 1.46
H 0.19 5.56 -0.15
H 0.78 4.01 0.46
H -1.96 3.27 -2.13
H -0.31 2.83 -1.74
H -0.69 4.49 -2.20
H -4.76 -0.78 1.92
H -5.45 0.40 0.78
H -6.33 -0.04 2.26
H -4.13 -0.08 4.26
H -5.56 0.90 4.54
H -3.96 1.64 4.66
H -5.68 2.83 1.44
H -5.05 3.41 3.00
H -6.48 2.38 2.93
H -0.16 -4.97 -1.63
H 0.84 -4.72 -3.58
H 1.85 -5.57 -2.39
H 2.58 -4.79 -3.79
H 1.05 -2.33 -3.94
H 2.81 -2.27 -3.94
H 1.88 -1.25 -2.83
H 3.41 -4.31 -0.91
H 3.58 -2.56 -1.00
H 4.14 -3.57 -2.34
N 4.57 -0.24 -1.47
C 5.84 -0.67 -1.41
C 6.24 -0.60 -0.10
C 5.14 -0.11 0.59
N 4.13 0.11 -0.25
H 3.95 -0.22 -2.26
H 6.36 -1.00 -2.30
H 7.21 -0.86 0.31
H 5.03 0.09 1.64
*
```